[1]
52
Properties=species:S:1:pos:R:3:mulliken_charge:R:1 method="wB97M-V/def2-TZVPD" gap_ev=9.819 e_above_lowest_kcal_mol=82.81
O -0.854 -0.794 4.416 -0.238
O -0.633 -3.468 2.244 -0.667
O -2.651 -0.215 -0.473 -0.355
N -0.613 -0.962 5.792 -0.893
N -1.026 -1.315 1.579 0.169
N 1.270 1.474 -0.980 0.758
N 1.424 -0.025 0.516 -0.081
N 2.020 1.013 0.020 -1.103
C -0.733 -2.190 6.091 0.723
C 1.053 3.933 -0.997 -0.297
C -3.015 -0.088 0.889 -0.559
C 0.178 -2.683 -0.223 -2.127
C -0.984 -2.327 2.485 0.572
C -1.441 -2.004 3.913 -0.110
C -0.610 -1.428 0.156 2.281
C 1.471 5.217 -1.700 -0.356
C -1.053 -3.077 4.918 0.632
C 1.642 2.700 -1.665 -1.099
C 0.882 6.457 -1.040 -1.285
C -0.486 -2.670 7.478 -1.244
C -2.119 -4.133 5.157 -1.713
C 0.263 -0.235 -0.155 -1.039
C 0.154 0.728 -1.124 0.283
C -1.888 -1.386 -0.687 -1.585
C -1.801 -0.093 1.802 -0.674
H -3.559 0.852 0.981 0.340
H -2.481 -2.278 -0.442 0.450
H -0.291 -1.826 8.136 0.374
H 0.375 -3.342 7.495 0.289
H 1.378 3.953 0.047 0.335
H 1.192 7.367 -1.552 0.377
H -1.344 -3.230 7.853 0.326
H 1.309 2.620 -2.701 0.339
H 0.516 -2.545 -1.252 0.463
H -0.039 3.852 -0.989 0.312
H 1.160 5.176 -2.749 0.319
H -2.307 -4.680 4.233 0.401
H -2.118 -0.019 2.836 0.598
H 1.052 -2.797 0.411 0.442
H 2.563 5.286 -1.706 0.310
H -1.169 0.774 1.602 0.142
H -1.800 -4.852 5.913 0.422
H -1.642 -1.413 -1.748 0.440
H 2.731 2.741 -1.660 0.337
H -3.054 -3.677 5.492 0.377
H -2.536 -1.887 3.915 0.258
H -0.209 6.423 -1.048 0.325
H -0.133 -3.572 4.589 0.445
H -0.606 0.950 -1.852 0.470
H 1.203 6.533 0.001 0.330
H -0.424 -3.584 -0.153 0.450
H -3.686 -0.913 1.169 0.340


[2]
73
Properties=species:S:1:pos:R:3:mulliken_charge:R:1 method="wB97M-V/def2-TZVPD" gap_ev=7.746 charge=-1
S 2.225 3.043 -0.790 1.169
F -1.405 2.974 0.015 -0.298
F -4.043 3.224 0.056 -0.305
F -6.286 2.057 0.538 -0.277
F -5.424 1.651 -2.754 -0.281
F -5.562 3.720 -2.089 -0.331
F -2.868 1.907 -2.974 -0.312
F -1.347 1.019 -0.944 -0.253
F -2.836 3.945 -2.180 -0.323
F -3.945 1.085 -0.458 -0.273
F -8.891 2.420 -0.292 -0.257
F -7.010 0.806 -1.087 -0.289
F -8.176 3.112 -2.222 -0.251
F -7.624 4.181 -0.395 -0.239
O 3.109 2.013 -0.254 -0.679
O 1.403 3.709 0.211 -0.691
O 2.862 3.959 -1.732 -0.721
N 2.808 -2.216 3.375 -0.588
N -0.028 -5.294 -4.514 -0.485
N -0.972 -3.574 -0.324 -0.444
N 5.992 2.631 4.689 -0.291
C -0.259 2.826 -2.069 -1.116
C -2.778 2.640 -1.842 0.413
C -5.396 2.446 -1.676 0.581
C 2.849 -1.545 2.222 -0.299
C 3.696 -0.269 4.452 -0.115
C -0.577 -5.896 -3.461 0.044
C -2.635 -1.897 -0.724 0.000
C 7.212 3.012 4.322 -0.211
C -0.146 -8.071 -4.338 -0.438
C 5.313 3.442 5.495 0.081
C 0.430 -7.457 -5.438 -0.323
C -3.237 -4.205 -0.788 -0.245
C 7.803 4.196 4.740 -0.502
C -0.660 -7.275 -3.328 -0.246
C 3.731 0.412 3.245 -0.252
C -4.023 2.339 -0.954 0.584
C 1.072 2.110 -1.822 -0.882
C -1.337 -2.298 -0.436 -0.522
C -1.914 -4.498 -0.497 -0.662
C 0.464 -6.070 -5.475 -0.242
C -1.398 2.361 -1.185 1.157
C -6.615 2.051 -0.761 0.640
C -7.852 2.976 -0.931 0.633
C 7.085 5.030 5.580 -0.108
C 3.301 -0.238 2.100 -0.344
C -3.601 -2.873 -0.905 -0.446
C 3.229 -1.574 4.462 -0.360
C 5.811 4.648 5.967 -0.685
H 7.738 2.336 3.657 0.363
H 0.847 -8.036 -6.251 0.355
H -1.115 -7.711 -2.448 0.348
H -0.553 -1.564 -0.289 0.631
H 8.798 4.456 4.407 0.344
H -0.124 3.891 -1.862 0.422
H 4.092 1.430 3.196 0.457
H -2.883 -0.850 -0.807 0.334
H 0.961 1.118 -1.390 0.232
H 3.191 -2.139 5.390 0.324
H -3.958 -5.001 -0.921 0.402
H 4.316 3.111 5.769 0.322
H 5.209 5.270 6.615 0.341
H -0.970 -5.249 -2.684 0.272
H -0.548 2.733 -3.116 0.506
H 1.588 1.991 -2.775 0.398
H -0.190 -9.151 -4.268 0.357
H -4.624 -2.599 -1.133 0.454
H 3.317 0.270 1.144 0.470
H 4.030 0.202 5.368 0.314
H 7.508 5.965 5.924 0.358
H -1.587 -5.528 -0.391 0.502
H 0.908 -5.553 -6.319 0.359
H 2.497 -2.088 1.351 0.423


[3]
16
Properties=species:S:1:pos:R:3:mulliken_charge:R:1 method="wB97M-V/def2-TZVPD" gap_ev="7.177 / 6.926" spin_multiplicity=2
Al 2.374 1.869 -0.009 -0.112
O 2.691 0.424 -1.050 -0.487
O -1.190 0.856 -0.499 -0.232
O 2.355 0.459 1.135 -0.522
O 0.657 2.045 -0.290 -0.254
C 0.064 0.992 -0.080 0.455
C 2.354 -0.256 0.026 0.619
C -2.012 -0.046 0.152 0.153
C -3.308 -0.094 -0.121 -0.706
C 1.750 -1.508 -0.063 -0.803
H 0.413 0.307 0.714 0.440
H -3.877 -0.968 0.189 0.250
H 1.640 -2.108 0.843 0.344
H 1.378 -1.884 -1.017 0.299
H -1.502 -0.737 0.828 0.292
H -3.789 0.647 -0.759 0.264


[4]
18
Properties=species:S:1:pos:R:3:mulliken_charge:R:1 method="wB97M-V/def2-TZVPD" gap_ev=9.671 e_above_lowest_kcal_mol=48.56
N -0.126 0.779 1.899 -0.632
C 1.993 -0.507 1.336 -0.361
C -1.598 0.497 -1.167 -0.089
C 3.183 0.108 0.645 -1.044
C 0.884 0.145 1.597 0.453
C -3.031 0.070 -1.038 -0.954
C -0.568 -0.330 -1.337 -0.709
H -3.125 -1.020 -1.070 0.292
H -1.409 1.571 -1.126 0.376
H 4.033 0.201 1.331 0.342
H 3.508 -0.508 -0.202 0.283
H 2.948 1.108 0.266 0.304
H 2.043 -1.545 1.657 0.327
H -3.637 0.491 -1.850 0.295
H -0.840 0.726 1.167 0.344
H 0.452 0.034 -1.427 0.309
H -0.708 -1.409 -1.391 0.205
H -3.469 0.426 -0.097 0.257


Electronic energy, respectively: -1163.419355; -3222.655419; -737.477878; -289.894298 hartree.
F_max, respectively: 0.144; 0.458; 4.720; 0.607 eV/Å.